The following is a DFT calculation (wB97M-V/def2-TZVPD) of a cluster of 3 separate species, C22H40Cl2N6O3 in total in a non-equilibrium geometry.

Geometry as XYZ:
```
73
Properties=species:S:1:pos:R:3:forces:R:3
C -2.638 1.117 3.479 0.4 0.4 -0.6
C -2.252 0.249 2.143 1.0 0.3 0.0
C -0.798 0.738 1.545 0.6 -1.4 0.1
C -0.150 -0.531 0.696 1.3 0.7 0.5
C -0.496 -0.496 -0.905 -1.1 0.6 1.4
C -1.143 -1.886 -1.504 -0.5 -0.4 -0.3
C -2.325 -2.530 -0.511 -6.4 1.3 6.5
N -3.288 -2.621 0.378 9.1 0.6 -8.4
C -1.896 -1.493 -2.908 -1.8 -0.7 -0.6
Cl -0.939 -0.220 -3.928 -0.3 -1.4 1.1
C -3.421 -0.845 -2.682 0.5 1.9 -1.1
C -3.771 0.316 -3.836 -1.7 -0.3 0.6
Cl -4.759 -2.158 -2.927 1.7 1.2 0.6
C -0.005 -3.074 -1.648 1.2 -1.8 0.6
N 0.394 -3.592 -0.250 -0.6 0.2 -1.5
C -0.581 -4.430 -2.440 -4.7 -2.6 -8.3
N -1.165 -5.103 -3.410 5.5 5.9 9.2
C 1.392 -2.593 -2.361 -0.1 0.0 0.3
C 2.475 -3.798 -2.615 5.3 0.7 -4.4
O 3.431 -3.578 -3.555 -6.0 -0.9 5.5
N 2.550 -5.115 -1.876 0.2 0.8 -1.1
C 3.760 -5.206 -0.965 0.7 0.9 0.8
C 2.538 -6.279 -2.882 -0.4 -0.5 -0.5
H -2.455 0.469 4.450 -0.7 1.3 -2.0
H -1.882 2.030 3.531 -1.8 -1.8 0.0
H -3.744 1.511 3.376 2.3 -0.8 0.6
H -3.027 0.358 1.256 1.4 -0.4 2.1
H -2.110 -0.875 2.485 -0.6 2.3 -1.1
H -0.041 0.948 2.439 -1.8 -0.3 -1.9
H -0.845 1.669 0.838 -0.1 -1.7 1.5
H -0.395 -1.538 1.240 0.3 1.9 -1.3
H 1.033 -0.394 0.786 -2.4 -0.4 -0.2
H 0.463 -0.121 -1.461 -2.1 -1.1 0.7
H -1.326 0.348 -1.052 1.8 -1.8 0.2
H -2.062 -2.399 -3.647 0.6 1.7 1.7
H -3.526 -0.285 -1.650 0.1 -1.7 -1.9
H -3.591 -0.060 -4.930 -0.1 0.8 2.3
H -3.286 1.351 -3.581 -0.6 -2.2 -0.6
H -4.950 0.476 -3.739 2.6 -0.3 -0.2
H 1.404 -3.412 -0.060 -1.3 -0.6 -0.4
H 0.148 -4.606 -0.211 0.8 1.3 0.2
H 1.185 -2.016 -3.358 0.6 -1.3 1.8
H 1.910 -1.838 -1.595 -1.1 -1.6 -1.6
H 4.761 -5.437 -1.568 -2.1 0.4 1.3
H 3.922 -4.154 -0.441 -0.4 -2.1 -1.1
H 3.584 -5.982 -0.084 0.3 1.5 -2.1
H 2.278 -5.895 -3.975 0.8 -0.8 2.4
H 3.599 -6.817 -2.838 -2.4 1.1 -0.4
H 1.661 -7.018 -2.590 2.0 1.4 -0.5
C 0.711 2.821 5.815 -0.2 -0.1 0.1
C 1.163 3.133 4.414 -0.3 0.1 -0.8
O 0.403 3.060 3.452 0.4 0.1 0.5
N 2.462 3.507 4.230 -0.6 -0.2 0.0
C 3.496 3.648 5.227 0.2 0.1 -0.4
H -0.346 2.540 5.803 0.3 0.1 -0.2
H 1.287 1.984 6.216 0.0 0.2 0.1
H 0.826 3.704 6.450 0.1 -0.2 0.1
H 2.694 3.700 3.262 -0.1 -0.1 0.3
H 3.856 4.679 5.198 0.2 -0.1 0.3
H 4.313 2.973 4.966 0.1 0.1 0.3
H 3.141 3.417 6.232 0.0 0.0 -0.3
C -1.643 5.444 -0.598 -0.2 0.1 0.1
C -1.110 4.072 -0.909 -0.1 -0.8 -0.1
O -1.825 3.073 -0.883 0.2 0.4 -0.1
N 0.211 3.956 -1.228 -0.7 -0.1 0.1
C 1.201 5.003 -1.310 0.2 -0.4 -0.1
H -2.709 5.377 -0.363 0.3 -0.1 -0.1
H -1.123 5.859 0.269 0.0 0.1 -0.2
H -1.520 6.098 -1.466 0.1 0.1 0.2
H 0.498 3.003 -1.425 -0.1 0.3 0.1
H 1.606 5.008 -2.325 0.2 0.3 0.1
H 2.000 4.771 -0.603 0.1 0.3 -0.1
H 0.788 5.987 -1.080 0.0 -0.3 0.0
```
Forces are in eV/Å.

E_tot = -63580.2121 eV
LUMO energy = 0.000 hartree
charge = 0
HOMO = -9.31 eV
Kohn-Sham gap = 0.342 Eh
SMILES = CCCCC[C@@](C#N)([C@H](Cl)[C@@H](C)Cl)[C@@](N)(C#N)CC(=O)N(C)C.CNC(C)=O.CNC(C)=O